(1)
{
  "formula": "C5H8N2O2",
  "method": "ωB97M-V/def2-TZVPD",
  "elements": ["H", "N", "C", "C", "C", "N", "C", "C", "O", "O", "H", "H", "H", "H", "H", "H", "H"],
  "positions_angstrom": [[-0.30339, 2.62104, -0.00311], [0.54919, 2.06592, -0.05163], [0.41188, 0.85374, 0.07074], [1.85311, -0.09280, 0.58183], [2.87879, -0.22513, -0.23212], [-0.42479, -0.13589, 0.31956], [-0.49349, -1.41282, -0.38553], [-2.05430, 0.65901, 0.30920], [-2.29942, 1.83329, 0.44996], [-3.04377, -0.23175, 0.04535], [1.80444, -0.39494, 1.61782], [3.84631, -0.57024, 0.11584], [2.80221, 0.06641, -1.27168], [-1.15628, -2.05735, 0.19078], [-0.93603, -1.29405, -1.37360], [0.46528, -1.91711, -0.47352], [-3.89975, 0.23267, 0.09011]],
  "mulliken_charge": [0.2940, -0.6397, 0.5086, -0.4309, -0.5360, -0.1090, -0.8226, 0.5325, -0.5198, -0.4252, 0.3198, 0.2750, 0.2429, 0.2565, 0.3168, 0.3941, 0.3432],
  "e_tot_ha": -455.1839,
  "smiles": "[H]/N=C(/C=C)N(C)C(=O)O",
  "multiplicity": 1,
  "homo_ev": -9.0,
  "lumo_ha": 0.01248,
  "de_lowest_kcal_mol": 109.54
}

(2)
{
  "formula": "C10H12N2O3",
  "method": "ωB97M-V/def2-TZVPD",
  "elements": ["C", "C", "C", "C", "C", "C", "C", "C", "C", "C", "N", "N", "O", "O", "O", "H", "H", "H", "H", "H", "H", "H", "H", "H", "H", "H", "H"],
  "positions_angstrom": [[-2.87757, 0.75432, -1.28687], [-3.61974, 0.30841, -0.13025], [-1.48720, 0.86819, -1.21231], [-2.84375, -0.11613, 0.93051], [-0.69617, 0.38136, -0.15932], [-1.44621, -0.23541, 0.88325], [0.11882, -2.63127, -0.52769], [2.88500, 0.62275, -0.87611], [2.94604, -0.10222, 0.56538], [0.67067, 0.12780, -0.24941], [1.46217, 0.95344, -1.04883], [1.58248, 0.03592, 1.08348], [-0.16680, -2.94766, 0.55054], [0.32462, -2.49107, -1.65424], [-0.85263, -0.56369, 2.09588], [-3.32102, 1.11692, -2.26902], [-4.68535, 0.52828, -0.18675], [-0.87401, 1.26533, -2.01706], [-3.15244, -0.41662, 1.97006], [3.45448, 1.55275, -1.04832], [3.06867, 0.01886, -1.81815], [3.19749, -1.04631, 0.47919], [3.68542, 0.45969, 1.10730], [1.25838, 1.91581, -0.95821], [1.34912, -0.81041, 1.59274], [1.57417, 0.94595, 1.47171], [-1.55462, -0.49496, 2.71250]],
  "mulliken_charge": [-0.4761, -0.8435, -0.7645, -0.3647, 0.5340, 0.4532, 0.8498, -0.5570, -0.7484, -0.1224, -0.3131, -0.1297, -0.4312, -0.3967, -0.4863, 0.2767, 0.3480, 0.3517, 0.1544, 0.3784, 0.2347, 0.3848, 0.4168, 0.2568, 0.3462, 0.3382, 0.3096],
  "e_tot_ha": -723.3692,
  "multiplicity": 1,
  "homo_ev": -5.9,
  "lumo_ha": 0.01533,
  "de_lowest_kcal_mol": 44.53
}

(3)
{
  "formula": "C45H74N3O13P3",
  "method": "ωB97M-V/def2-TZVPD",
  "elements": ["C", "C", "C", "C", "C", "C", "C", "O", "O", "N", "P", "C", "O", "C", "N", "P", "C", "C", "C", "C", "N", "C", "C", "C", "C", "C", "C", "C", "C", "C", "P", "C", "C", "C", "H", "H", "H", "H", "H", "H", "H", "H", "H", "H", "H", "H", "H", "H", "H", "H", "H", "H", "H", "H", "H", "H", "H", "H", "H", "H", "H", "H", "H", "H", "H", "H", "H", "H", "H", "H", "H", "H", "H", "H", "H", "H", "H", "H", "O", "C", "O", "C", "C", "C", "H", "H", "H", "H", "H", "H", "O", "C", "O", "C", "C", "C", "H", "H", "H", "H", "H", "H", "O", "C", "O", "C", "C", "C", "H", "H", "H", "H", "H", "H", "O", "C", "O", "C", "C", "C", "H", "H", "H", "H", "H", "H", "O", "C", "O", "C", "C", "C", "H", "H", "H", "H", "H", "H"],
  "positions_angstrom": [[4.17321, -3.09044, 2.14967], [3.32916, -1.74364, 2.25140], [3.66815, -0.88901, 0.95717], [2.56225, 0.22879, 0.65622], [1.13402, -0.39852, 0.49414], [0.05267, 0.59893, -0.18968], [0.33526, 0.28412, -1.72356], [-0.47861, -0.33176, -2.44232], [1.47750, 0.63190, -2.24148], [0.62137, 1.94795, 0.23890], [-0.08716, 3.08310, -1.00640], [-0.61835, 4.67997, -0.14165], [1.14323, 3.63308, -2.04231], [-0.18482, 2.22170, 1.39588], [0.21508, 2.88107, 2.47722], [1.79986, 3.58975, 2.79078], [2.89308, 2.55146, 3.87732], [2.21704, 2.19518, 5.27838], [2.64633, 4.30798, 1.30462], [4.23836, 4.10442, 1.30217], [-1.49574, 1.73535, 1.24537], [-1.41309, 0.53292, 0.34234], [-2.66543, 0.73973, -0.64092], [-3.72308, 1.80747, -0.17307], [-3.58471, 3.18294, -0.71630], [-4.48152, 4.27034, -0.35687], [-5.58644, 4.05303, 0.57682], [-5.77397, 2.69490, 1.09533], [-4.86298, 1.58104, 0.72816], [-5.17124, 0.18019, 1.33173], [-1.98243, -0.88449, 1.48088], [-1.22248, -0.70274, 3.22497], [-1.31581, -2.56591, 0.91217], [-1.34706, -2.77591, -0.65107], [5.26744, -2.86360, 2.23836], [4.00643, -3.48939, 1.10853], [3.86769, -3.85261, 2.90977], [2.25444, -2.04896, 2.32013], [3.65241, -1.23999, 3.20465], [4.59280, -0.29571, 1.23027], [3.83642, -1.51321, 0.04353], [2.91708, 0.83503, -0.21168], [2.55559, 0.89577, 1.55908], [1.23244, -1.25241, -0.23738], [0.78166, -0.81779, 1.46994], [-1.44307, 4.52631, 0.59267], [0.26002, 5.25393, 0.25374], [-1.05540, 5.31248, -0.97293], [1.49150, 4.47595, -1.68122], [-0.48668, 2.98695, 3.21556], [3.80511, 3.17516, 4.11364], [3.27680, 1.59172, 3.43810], [2.88404, 1.44285, 5.76597], [1.17450, 1.81380, 5.12042], [2.22767, 3.15262, 5.87509], [2.50078, 5.42831, 1.34902], [2.29597, 3.95863, 0.30263], [4.69753, 4.69398, 2.13390], [4.59006, 4.58131, 0.34137], [4.48399, 3.01447, 1.31618], [-2.08669, 1.65548, 2.07406], [-2.37692, 1.03226, -1.68794], [-3.22674, -0.23754, -0.71023], [-2.76319, 3.40232, -1.43268], [-4.28947, 5.27003, -0.81631], [-6.28012, 4.86470, 0.88884], [-6.62316, 2.53305, 1.80007], [-4.59034, 0.05908, 2.28821], [-4.93243, -0.67724, 0.65746], [-6.25641, 0.06843, 1.62759], [-0.28123, -1.31735, 3.31330], [-0.94697, 0.36632, 3.42368], [-2.00091, -0.99626, 3.97303], [-2.04135, -3.31654, 1.34996], [-0.32362, -2.80957, 1.39048], [-0.32993, -2.61974, -1.11220], [-2.05542, -2.08675, -1.17788], [-1.63160, -3.83243, -0.91379], [-4.25501, -4.18472, -5.66634], [-3.37777, -3.36295, -5.59565], [-2.70466, -2.88884, -6.67181], [-1.65445, -2.00949, -6.22976], [-2.07372, -1.54842, -4.85279], [-2.83564, -2.75077, -4.32719], [-0.71616, -2.57050, -6.21148], [-1.55452, -1.17797, -6.92683], [-1.23504, -1.25000, -4.22363], [-2.75067, -0.69375, -4.93827], [-2.17450, -3.47110, -3.83900], [-3.64297, -2.45698, -3.65868], [5.56345, 4.18931, 5.39305], [6.03061, 3.29794, 6.04550], [5.37196, 2.14140, 6.32098], [6.16397, 1.33844, 7.21034], [7.58592, 1.82775, 7.02855], [7.38455, 3.29941, 6.71156], [5.80002, 1.48693, 8.23048], [6.05620, 0.28646, 6.94709], [8.21755, 1.64727, 7.89826], [8.04336, 1.32737, 6.17109], [7.33461, 3.90867, 7.61625], [8.15148, 3.67587, 6.03767], [-1.56808, -8.37434, -2.76311], [-2.49714, -8.08227, -3.46408], [-3.00008, -6.82587, -3.56595], [-4.17293, -6.84103, -4.40012], [-4.04062, -8.09025, -5.24597], [-3.30172, -9.03678, -4.31511], [-5.05784, -6.86639, -3.75717], [-4.20291, -5.93386, -5.00651], [-4.99818, -8.47570, -5.59649], [-3.42118, -7.88054, -6.12255], [-3.98646, -9.59448, -3.67289], [-2.65073, -9.71583, -4.86272], [2.84783, -5.87303, -9.84691], [1.98478, -5.76333, -9.02340], [0.85565, -6.52194, -9.00558], [-0.01497, -6.06362, -7.96025], [0.88472, -5.33264, -6.98627], [1.95409, -4.75731, -7.89717], [-0.77218, -5.40813, -8.39925], [-0.51255, -6.91628, -7.49824], [0.35961, -4.58122, -6.39667], [1.33887, -6.04652, -6.29408], [1.66747, -3.78300, -8.29835], [2.91969, -4.69763, -7.39915], [0.68124, 6.70175, 3.22954], [-0.50319, 6.54591, 3.30304], [-1.31769, 6.39469, 2.22366], [-2.68614, 6.34050, 2.65551], [-2.62758, 5.91726, 4.10881], [-1.31820, 6.53276, 4.57409], [-3.13086, 7.33118, 2.52845], [-3.23625, 5.62576, 2.04133], [-3.49463, 6.23871, 4.68574], [-2.56479, 4.82668, 4.17545], [-1.45090, 7.55914, 4.92156], [-0.83708, 5.92755, 5.34041]],
  "mulliken_charge": [-1.2710, 0.2837, -1.1972, 0.7949, -0.9303, 1.4454, -0.5790, -0.5591, -0.7754, 0.5774, -0.2299, -0.5002, -0.5385, -2.4030, 0.5474, -0.0627, 0.2229, -1.2538, 0.2644, -1.2705, 0.5202, 1.2486, -1.1006, -0.1626, -0.6535, -0.7735, -0.5563, -0.6724, 1.1156, -1.3226, 0.1405, -0.9543, -0.3981, -0.7221, 0.3108, 0.3147, 0.3571, -0.0395, 0.1675, 0.4083, 0.4575, 0.3870, -0.9044, 0.5362, -0.6303, -0.2733, 0.4949, 0.4658, 0.3874, 0.4206, -0.0853, 0.1179, 0.2857, 0.3716, 0.2881, 0.5473, -0.2164, 0.3429, 0.4473, 0.2190, 0.4457, 0.5439, 0.4058, 0.6907, 0.3668, 0.4028, 0.3586, 0.2543, 0.2308, 0.4416, 0.2568, 0.0878, 0.4620, 0.5752, 0.2770, 0.1486, -0.0720, 0.4427, -0.7143, 0.3789, -0.3563, -0.3399, 0.1524, -0.1241, 0.0659, 0.3551, -0.0139, 0.1724, 0.1633, 0.3596, -0.5664, 0.4610, -0.2622, -0.4805, -0.4986, -0.4543, 0.2911, 0.3112, 0.3278, 0.2734, 0.2767, 0.3016, -0.6018, 0.4656, -0.3014, -0.1137, -0.5021, -0.3649, 0.2288, 0.1497, 0.3746, 0.1860, 0.2440, 0.2943, -0.5633, 0.4461, -0.3669, -0.2634, -0.1943, -0.3826, 0.2137, 0.2257, 0.0124, 0.2948, 0.2391, 0.3241, -0.5665, 0.5755, -0.2907, 0.0815, -0.5814, -0.4511, 0.3373, -0.1603, 0.3972, 0.1904, 0.3054, 0.2669],
  "e_tot_ha": -3925.4310,
  "multiplicity": 1,
  "homo_ev": -7.6,
  "lumo_ha": -0.01241
}

(4)
{
  "formula": "C19H22BrCl2GeIrN5O6",
  "method": "ωB97M-V/def2-TZVPD",
  "elements": ["Ir", "N", "N", "C", "N", "N", "N", "O", "O", "H", "H", "H", "H", "H", "Cl", "C", "C", "C", "Cl", "C", "O", "C", "C", "O", "C", "H", "H", "H", "C", "Ge", "C", "C", "C", "H", "H", "H", "H", "H", "H", "H", "H", "H", "H", "Br", "C", "C", "C", "C", "C", "C", "C", "O", "O", "H", "H", "H", "H"],
  "positions_angstrom": [[0.34157, 0.08016, 0.66973], [0.19956, 1.25665, 3.17683], [1.40137, 0.97792, 3.82926], [2.44160, 0.53527, 3.02677], [3.65861, 0.43327, 3.61312], [2.19803, 0.20587, 1.80195], [3.28430, -0.26494, 1.00832], [4.42343, 0.32236, 1.14640], [2.85277, -0.64232, -0.14567], [0.10136, 2.22632, 2.90170], [-0.59135, 0.95049, 3.72629], [1.68637, 1.63149, 4.54464], [3.80345, 0.93261, 4.47320], [4.40135, 0.41566, 2.90121], [1.24591, 2.34971, -5.88442], [1.13784, 2.23614, -4.14779], [1.14377, 3.48726, -3.42162], [1.02185, 3.50817, -2.08728], [0.97857, 4.99685, -1.21621], [0.83741, 2.26863, -1.31580], [0.60747, 2.30684, -0.11502], [0.97926, 0.96405, -2.04331], [0.51557, -1.46956, -1.79109], [-0.19395, -2.47131, -1.88022], [1.04710, 1.06255, -3.52592], [1.23550, 4.41217, -3.97512], [1.61018, -1.57226, -1.91855], [1.04902, 0.13631, -4.08632], [-3.19285, -1.10060, -1.30307], [-1.84899, 0.09655, -2.06127], [-1.92910, -0.23639, -4.00666], [-2.36121, 1.96167, -1.73397], [0.03342, -0.13171, -1.49060], [-4.12040, -0.94223, -1.85916], [-3.38187, -0.89825, -0.25212], [-2.88048, -2.13542, -1.43751], [-2.97327, -0.29795, -4.32133], [-1.44937, -1.19100, -4.22959], [-1.44591, 0.54994, -4.58791], [-3.39776, 2.12058, -2.03799], [-1.73822, 2.65686, -2.30226], [-2.26956, 2.18175, -0.67050], [1.99471, 0.64431, -1.70133], [1.13044, -5.58734, 2.94099], [0.08848, -4.01542, 2.69829], [-0.22712, -3.60048, 1.41871], [-0.97583, -2.43953, 1.25572], [-1.40250, -1.70686, 2.36137], [-1.10508, -2.17367, 3.63751], [-0.34830, -3.32027, 3.81605], [-2.13972, -0.38592, 2.21342], [-2.97690, -0.08365, 3.05851], [-1.77292, 0.35863, 1.22729], [0.10178, -4.15259, 0.54923], [-1.25247, -2.14957, 0.25117], [-1.47808, -1.62551, 4.49425], [-0.09876, -3.67229, 4.80766]],
  "mulliken_charge": [1.7896, -0.3948, -0.2562, 0.4696, -0.4747, -0.1572, 0.4281, -0.8476, -0.6480, 0.1777, 0.2875, 0.2509, 0.1966, 0.2967, -0.2442, -0.0545, -0.3952, 0.0977, -0.2244, 0.1657, -0.7607, 0.2134, -0.6694, -0.6480, -0.9351, 0.4543, 0.3617, 0.5116, -1.3855, 1.1589, -1.4675, -1.3866, 0.2910, 0.5134, 0.3076, 0.3532, 0.4457, 0.3950, 0.3821, 0.5218, 0.3031, 0.2850, 0.5242, -0.2379, 0.0497, -0.7886, 0.5461, 0.6036, -0.8652, -0.4987, -0.1298, -0.7142, -0.9155, 0.5396, 0.3190, 0.4448, 0.4149],
  "e_tot_ha": -7137.9575,
  "s_squared": 6.015,
  "charge": -1,
  "multiplicity": 5,
  "homo_ev": [-3.8, -5.4],
  "lumo_ha": [0.06177, 0.06169],
  "de_lowest_kcal_mol": 0.00
}